(1)
Entry from OMol25: a cluster of 12 separate species, C49H78F2O30 in total (ωB97M-V with the def2-TZVPD basis set).

Its HOMO energy is -0.32850 Eh. As for the SMILES: CCOC(=O)OC.CCOC(=O)OC.CCOC(=O)OC.CCOC(=O)OC.CCOC(=O)OC.CCOC(=O)OC.CCOC(=O)OC.Fc1ccccc1.Fc1ccccc1.O=C1OCCO1.O=C1OCCO1.O=C1OCCO1.

Geometry as ORCA input:
```
! wB97M-V def2-TZVPD RIJCOSX def2/J DEFGRID3
* xyz 0 1
C 8.622 -22.275 12.918
H 10.639 -15.536 16.290
H 8.316 -16.984 19.395
C 9.896 -26.610 19.797
O 7.492 -22.335 12.151
O 9.740 -22.516 12.539
O 12.709 -29.800 19.089
C 7.763 -27.301 19.721
H 17.929 -24.432 16.889
O 12.350 -24.912 25.008
H 8.288 -17.443 21.132
O 11.356 -27.728 15.396
H 10.984 -16.875 18.429
O 14.828 -22.888 20.876
H 12.803 -25.403 15.193
H 12.412 -15.440 16.346
H 14.469 -19.637 14.072
C 15.408 -21.544 13.947
C 6.431 -22.233 10.029
H 19.652 -22.576 16.552
H 14.382 -28.538 18.950
H 5.780 -22.906 16.853
H 11.266 -26.448 17.056
C 14.335 -20.663 13.776
H 11.136 -33.575 21.037
H 17.507 -22.976 17.886
O 10.717 -20.705 21.277
C 17.280 -25.205 20.458
C 11.654 -23.369 18.721
O 8.257 -22.028 14.131
H 8.882 -21.701 16.069
C 13.079 -22.403 12.688
C 11.632 -17.035 17.562
H 11.476 -29.980 12.128
C 15.494 -23.858 20.670
H 7.846 -23.669 10.572
O 12.297 -19.469 20.240
O 13.752 -26.614 25.371
C 18.979 -18.466 14.046
H 11.413 -24.351 15.671
H 14.281 -22.067 16.164
O 11.043 -26.447 19.473
C 13.323 -25.495 25.664
H 7.055 -17.915 19.994
H 15.871 -26.989 20.633
C 13.717 -23.560 17.615
H 8.809 -19.418 18.865
C 8.140 -17.772 20.110
C 14.127 -23.273 12.855
H 13.167 -21.272 19.601
O 6.674 -24.123 18.339
C 6.409 -23.795 16.962
H 13.255 -26.325 22.718
H 5.561 -22.482 10.659
H 12.722 -27.814 18.959
H 5.840 -24.630 16.594
H 10.192 -21.542 14.841
H 12.340 -20.412 13.038
O 18.288 -21.265 15.998
H 16.003 -26.172 19.080
C 8.045 -26.612 21.061
H 12.120 -22.784 12.333
H 12.642 -17.163 17.886
O 12.536 -31.782 19.712
C 11.697 -25.292 15.189
C 8.763 -23.417 22.327
C 18.681 -22.685 16.039
H 9.410 -22.667 20.457
C 11.948 -34.009 20.461
C 13.345 -28.622 18.581
H 7.307 -28.280 19.750
C 7.254 -23.174 19.063
C 11.076 -19.717 20.612
O 13.774 -24.744 26.597
H 13.103 -21.101 21.457
C 13.193 -21.092 13.121
O 11.322 -19.188 14.911
C 12.866 -24.013 18.576
H 17.952 -25.342 19.603
H 11.306 -25.281 14.147
C 13.388 -30.934 19.258
O 11.680 -17.008 15.225
H 10.721 -25.216 23.927
H 9.316 -24.312 22.206
H 15.729 -25.366 26.699
C 11.667 -25.739 24.031
H 18.804 -23.119 15.037
F 16.319 -23.683 13.757
H 11.697 -26.176 21.882
H 13.876 -24.303 12.594
O 18.346 -19.350 14.982
H 11.527 -26.760 24.467
H 7.853 -23.636 22.916
C 14.880 -25.323 27.349
H 12.299 -34.917 20.948
C 11.379 -18.264 15.673
O 10.330 -18.734 20.226
H 6.356 -22.599 8.996
H 13.106 -24.891 19.128
C 9.314 -22.074 15.155
C 11.385 -22.282 17.928
C 13.190 -20.655 20.485
H 9.861 -29.092 12.234
O 7.470 -22.047 18.665
O 14.630 -31.094 19.044
C 12.331 -25.740 22.662
H 16.619 -23.385 16.370
C 17.587 -23.405 16.859
C 10.623 -29.715 12.734
H 13.978 -33.366 19.787
C 18.938 -20.557 15.073
O 11.199 -29.084 13.859
H 9.378 -22.753 22.939
H 14.597 -26.336 27.635
H 16.370 -21.313 14.428
O 7.548 -23.664 20.226
C 16.053 -26.027 20.165
C 8.910 -19.051 19.886
C 8.469 -22.796 20.995
O 9.604 -27.554 14.024
O 9.040 -27.387 19.166
C 13.571 -22.416 16.903
H 7.312 -23.584 16.420
H 12.106 -20.915 16.419
H 20.028 -18.291 14.354
O 15.011 -25.119 20.613
H 6.313 -21.153 9.957
H 17.734 -25.485 21.401
C 11.541 -16.136 16.365
H 10.085 -30.621 13.067
C 15.247 -22.815 13.523
H 9.599 -23.097 15.282
F 14.882 -24.323 17.464
O 11.276 -18.310 17.006
C 11.011 -26.391 15.981
O 19.973 -20.933 14.479
O 16.822 -23.812 20.521
H 8.552 -22.128 10.396
H 8.601 -19.852 20.562
H 7.929 -21.860 21.133
H 14.966 -24.642 28.179
C 12.342 -21.755 17.038
H 11.462 -34.256 19.498
H 13.420 -28.632 17.485
H 12.601 -24.799 22.251
C 10.608 -28.098 14.365
H 7.107 -26.693 19.121
H 18.455 -17.534 14.017
C 7.659 -22.630 10.782
H 9.912 -26.217 15.929
H 8.119 -27.356 21.847
H 18.977 -18.928 13.060
H 14.174 -20.175 20.475
C 13.102 -33.026 20.379
H 13.441 -32.825 21.389
H 7.293 -25.858 21.247
H 10.950 -23.785 19.436
O 9.277 -25.984 20.812
H 10.469 -21.736 18.153
*
```

***

(2)
Entry from OMol25: a structure of composition C27H44BrNOP2PtS (ωB97M-V with the def2-TZVPD basis set).

Its HOMO energy (alpha / beta) is -0.48610 / -0.48604 Eh. For the energy above the lowest of the compared OMol25 structures with the same formula, charge and spin, the calculation gives 0.00 kJ/mol. Its expectation value of S² is 2.047.

Geometry as ORCA input:
```
! wB97M-V def2-TZVPD RIJCOSX def2/J DEFGRID3
* xyz 2 3
H -4.495 -1.295 -4.760
H -0.205 -4.230 -4.826
C 0.652 4.681 -0.192
H 2.513 -0.018 -2.162
H 0.815 0.569 1.777
H 1.199 -2.389 0.998
C 0.957 -2.190 -0.053
C 1.252 0.631 0.774
H -0.612 -1.347 6.594
H -1.720 -2.371 3.778
C 3.668 4.731 -3.687
H 4.142 6.542 -0.337
H -4.841 -4.625 -3.039
C -3.441 -1.583 -2.897
H 0.855 -2.241 6.009
H 2.971 -0.539 1.344
C -4.617 -4.394 -1.989
H 0.999 1.653 0.445
C 1.719 5.166 -0.560
P -2.272 -2.727 -2.008
C 2.560 4.814 -2.838
C -0.914 -2.995 -3.229
H -0.109 -3.141 4.172
H -0.197 3.843 2.300
H 0.982 -0.510 6.471
C 2.758 0.420 0.875
C -0.618 -2.301 3.664
H 1.737 0.955 -3.402
H 3.031 -1.727 -0.660
H 0.019 -0.653 -2.675
P 0.225 -0.531 -0.223
C 5.013 5.876 -2.185
C -1.345 2.179 1.500
H 3.177 1.208 1.522
Br -2.855 -2.695 1.211
H 1.590 4.392 -3.113
H -1.032 -5.139 -3.578
H -0.383 -2.317 2.578
H 3.262 0.496 -0.089
C 2.761 5.347 -1.539
C 0.334 -1.282 6.032
H -4.334 -1.467 -2.267
H -2.933 -2.069 -4.964
C 1.710 0.695 -2.337
H -5.041 -5.191 -1.359
H -0.797 -2.077 -3.828
H -1.501 4.099 -1.809
H -2.410 1.684 -1.684
C -1.379 3.489 -0.928
S -0.049 -0.758 4.351
N 4.825 5.290 -3.369
H 0.187 -2.931 -0.321
C -3.807 -2.015 -4.308
H -1.505 1.644 2.416
H -0.425 0.891 -2.047
C -3.110 -4.342 -1.737
H -0.019 -3.105 -2.597
C 0.344 0.113 -1.955
H 6.023 6.215 -1.971
O -1.183 0.200 4.444
H -2.926 -4.514 -0.669
C -1.919 2.213 -0.883
H 1.997 -2.291 -1.981
H -4.293 -2.988 -4.346
H -5.109 -3.456 -1.718
C 2.218 -2.418 -0.923
C -1.753 1.520 0.326
Pt -1.934 -0.469 0.575
H -1.966 -4.186 -4.735
C -1.056 -4.204 -4.137
C -0.489 3.890 0.112
C 3.978 5.999 -1.258
H 2.616 -3.429 -0.793
H 1.910 1.610 -1.770
C -0.645 3.363 1.411
H -2.947 -0.599 -2.921
H -2.574 -5.135 -2.279
H 3.584 4.201 -4.649
*
```

***

F_max across the listed records, respectively: 4.9 2.1 eV/A.